C3H8NS | the ωB97M-V functional and the def2-TZVPD basis

Each line ends with the natural charge from an NBO analysis.
Atoms and positions in Å:
1 C 0.804360 1.973806 -1.710100  -0.739
2 S -0.208578 2.076148 -0.192155  -0.716
3 H 1.868047 1.781708 -1.587566  0.164
4 H 0.738480 2.874077 -2.330393  0.171
5 H 0.432376 1.130751 -2.299877  0.174
6 C -0.333748 -3.134952 1.619213  -0.577
7 C -0.550025 -2.394599 0.520625  0.049
8 N 0.143181 -1.262146 0.166185  -0.860
9 H 0.104091 -2.737733 2.531192  0.191
10 H -0.649334 -4.168022 1.629896  0.178
11 H -1.342066 -2.683057 -0.165490  0.152
12 H -0.204111 -0.327002 -0.068186  0.442
13 H 1.115034 -1.341930 0.408018  0.369

Cartesian forces (eV/Å) of the 3 atoms listed first:
-0.3691 -0.2246 -0.3684
0.2221 0.0098 0.0306
0.2410 0.0123 0.4552

Computed properties:
Energy above the lowest of the compared OMol25 structures with the same formula, charge and spin (kJ/mol): 115.17
Largest force on an atom (eV/Å): 0.93
Lowest unoccupied orbital energy (eV): 3.99
HOMO level (eV): -2.488
DFT total energy (eV): -15565.8487
Charge: -1



C36H77Br2F7N7O10P3S | the ωB97M-V functional and the def2-TZVPD basis

Each line ends with the Mulliken charge.
Atoms and positions in Å:
1 C -1.078181 7.814518 2.060429  -0.735
2 O -2.299105 8.048691 1.402428  -0.365
3 C -3.330707 7.154389 1.805422  0.086
4 C -4.469200 7.112053 0.775075  -0.813
5 C -3.932762 6.610510 -0.595379  0.119
6 C -4.995621 5.861198 -1.436445  -1.003
7 C -5.579152 4.601131 -0.732227  -0.319
8 C -5.505939 3.325552 -1.611641  -1.570
9 C -4.004368 2.955468 -1.860463  0.365
10 C -3.627583 1.473707 -1.482798  -2.249
11 C -2.559635 1.322159 -0.385720  1.065
12 C -2.389675 -0.215546 -0.048422  -1.446
13 C -0.966322 -0.602371 0.412119  0.608
14 C -0.586742 -0.177818 1.816912  0.490
15 F -0.027056 1.070689 1.958497  -0.339
16 C -0.761681 -0.892945 2.933757  -0.563
17 F 0.153496 -1.191493 3.819723  -0.160
18 F -1.970677 -1.345366 3.212880  -0.248
19 O -1.320294 1.980274 -0.631212  1.434
20 C -0.892005 1.937690 -1.967068  -1.246
21 N -0.745596 0.581697 -2.524782  -0.121
22 C 0.556420 2.555957 -1.988351  -1.174
23 O 1.328693 1.645807 -1.259899  0.756
24 C 2.739618 1.684120 -1.327093  0.068
25 C 3.437833 2.733076 -0.427833  -1.618
26 C 3.214470 2.430800 1.073275  -0.990
27 C 3.877609 1.134695 1.562079  0.566
28 F 4.847375 0.649439 0.759858  -0.356
29 Br 2.501335 -0.291800 1.672059  0.072
30 C 4.470605 1.311681 3.042601  0.647
31 F 5.775796 1.534536 2.969885  -0.217
32 F 3.818429 2.231453 3.722246  -0.215
33 Br 4.279701 -0.406816 3.987480  -0.196
34 P 3.500792 1.779700 -3.006907  0.390
35 O 3.491893 3.149488 -3.532055  -0.718
36 O 2.728780 0.813898 -4.052390  -0.285
37 O 5.051658 1.350082 -2.889413  -0.553
38 S 0.402844 4.271571 -1.304741  1.433
39 C 0.594519 4.346939 0.480842  0.433
40 O 1.348558 5.106738 -2.005040  -0.771
41 O -0.920087 4.794593 -1.598450  -0.566
42 C -3.144927 1.962351 0.948962  0.122
43 C -2.555154 3.320136 1.333998  -0.964
44 F -4.534874 2.013722 0.932392  -0.486
45 H -0.276717 7.727080 1.305339  0.223
46 H -0.788457 8.644575 2.726351  0.302
47 H -1.059674 6.892841 2.665272  0.307
48 H -2.896474 6.144168 1.897270  -0.186
49 H -3.697258 7.452008 2.807035  0.382
50 H -5.200458 6.397319 1.179232  0.347
51 H -4.892152 8.119503 0.673460  0.396
52 H -3.537963 7.484321 -1.133518  0.518
53 H -3.058986 5.973516 -0.391845  -0.327
54 H -5.760232 6.576579 -1.766550  0.452
55 H -4.459316 5.535275 -2.345175  0.392
56 H -5.043973 4.450712 0.215297  0.081
57 H -6.648990 4.789550 -0.543004  0.438
58 H -5.935106 3.602531 -2.586286  0.415
59 H -6.066593 2.488941 -1.177677  0.423
60 H -3.365465 3.691824 -1.354864  -0.612
61 H -3.789476 3.090789 -2.932963  0.766
62 H -4.570839 0.986025 -1.207346  0.921
63 H -3.337848 0.996678 -2.432552  0.327
64 H -2.640913 -0.738765 -0.986160  0.590
65 H -3.177479 -0.490580 0.663321  0.457
66 H -0.170891 -0.265829 -0.260134  -0.601
67 H -0.924670 -1.702565 0.413208  0.608
68 H -1.475365 2.551090 -2.669533  0.131
69 H -1.495368 0.367698 -3.178831  0.340
70 H 0.080970 0.581978 -3.120628  0.040
71 H 0.785418 2.673094 -3.056613  0.483
72 H 3.077429 0.717574 -0.912124  0.505
73 H 3.235830 3.769710 -0.717173  0.870
74 H 4.515492 2.582074 -0.610890  0.799
75 H 3.545948 3.322440 1.623282  0.353
76 H 2.139707 2.316280 1.263850  -0.039
77 H 2.287400 1.413227 -4.676623  0.306
78 H 5.556726 2.057534 -3.322717  0.342
79 H 1.600273 4.645114 0.786592  0.457
80 H -0.159772 5.039661 0.865973  -0.219
81 H 0.336852 3.355663 0.878235  -0.611
82 H -2.873915 1.274259 1.764389  0.525
83 H -2.354883 3.989115 0.493435  -0.535
84 H -3.268267 3.809090 2.017850  0.629
85 H -1.656112 3.137642 1.933405  0.664
86 O -1.419357 -2.572906 -4.717950  -0.850
87 P -0.089855 -2.923961 -5.373365  0.987
88 N -0.750745 -3.717382 -6.739908  0.169
89 C -0.415341 -4.996556 -7.315443  -0.934
90 C -1.249369 -2.808133 -7.759127  -1.157
91 N 0.442415 -3.979172 -4.085361  0.251
92 C -0.025398 -5.355784 -4.001631  -1.177
93 C 0.312478 -3.356960 -2.764954  -0.990
94 N 1.561276 -2.931370 -6.059537  -0.016
95 C 2.499910 -4.021909 -5.909537  -0.851
96 C 2.245455 -1.665752 -5.744704  -1.191
97 H 0.468672 -4.950328 -7.970469  0.332
98 H -1.249352 -5.361510 -7.920898  0.370
99 H -0.257703 -5.768040 -6.565666  0.166
100 H -0.435878 -2.438192 -8.401862  0.316
101 H -1.739201 -1.944213 -7.303027  0.325
102 H -1.997966 -3.292114 -8.389343  0.365
103 H -1.113827 -5.435555 -4.116457  0.340
104 H 0.248027 -5.798207 -3.041857  0.366
105 H 0.464641 -5.986794 -4.744587  0.301
106 H -0.713085 -3.412907 -2.384008  0.358
107 H 0.598340 -2.301981 -2.800065  -0.011
108 H 0.976153 -3.849076 -2.049669  0.482
109 H 2.876335 -4.126325 -4.886014  0.306
110 H 3.356057 -3.837595 -6.564639  0.361
111 H 2.084024 -4.977205 -6.224307  0.283
112 H 2.519010 -1.615248 -4.684798  0.411
113 H 1.585587 -0.818831 -5.962499  0.259
114 H 3.146755 -1.533327 -6.346926  0.402
115 O -0.233466 -5.591908 5.347552  -0.818
116 P 1.246519 -5.241902 5.304329  0.908
117 N 1.823469 -6.785971 5.774905  0.153
118 C 2.793417 -7.141924 6.780729  -0.905
119 C 1.812386 -7.765339 4.700647  -1.125
120 N 1.162093 -4.055125 6.584761  0.189
121 C 1.166159 -4.459790 7.983480  -1.168
122 C 0.081104 -3.085571 6.377989  -1.015
123 N 2.886227 -4.663142 4.884865  0.008
124 C 3.798914 -4.059313 5.832027  -0.787
125 C 2.843983 -3.829028 3.674658  -1.103
126 H 3.831467 -7.040206 6.426637  0.321
127 H 2.653129 -8.184270 7.079646  0.367
128 H 2.677569 -6.571591 7.699017  0.173
129 H 2.696664 -7.662886 4.052786  0.320
130 H 0.921977 -7.648772 4.078051  0.330
131 H 1.785093 -8.783580 5.093631  0.360
132 H 0.455542 -5.271103 8.186342  0.329
133 H 0.912562 -3.616913 8.629082  0.381
134 H 2.163454 -4.762532 8.306020  0.302
135 H -0.891495 -3.483603 6.686161  0.353
136 H 0.007271 -2.800870 5.323601  0.169
137 H 0.279024 -2.173658 6.946301  0.376
138 H 3.480491 -3.062596 6.159202  0.267
139 H 4.779525 -3.959491 5.357134  0.358
140 H 3.956752 -4.677851 6.713294  0.255
141 H 2.385989 -2.850817 3.882136  0.198
142 H 2.251617 -4.320445 2.896119  0.346
143 H 3.842990 -3.668562 3.263325  0.453

Cartesian forces (eV/Å) of the 3 atoms listed first:
0.8644 0.1525 -0.0662
-0.2023 -0.3304 0.0590
-0.2152 0.0581 0.1515

Computed properties:
Energy above the lowest of the compared OMol25 structures with the same formula, charge and spin (kJ/mol): 0.00
Largest force on an atom (eV/Å): 7.31
Lowest unoccupied orbital energy (eV): -0.83
HOMO level (eV): -8.171
DFT total energy (eV): -267287.8179
Charge: 0



C22H28BrF4NO14 | the ωB97M-V functional and the def2-TZVPD basis

Each line ends with the natural charge from an NBO analysis.
Atoms and positions in Å:
1 C 3.515226 -0.159057 -1.873629  -0.744
2 C 2.723713 -1.003052 -2.970804  0.795
3 O 3.367517 -1.906178 -3.582328  -0.562
4 O 1.367876 -0.815837 -3.355400  -0.535
5 C 0.459547 -0.908684 -2.224218  -0.099
6 C -0.992096 -0.248199 -2.481235  -0.502
7 C -0.971585 1.311510 -2.845957  0.651
8 F -1.695315 1.320553 -4.116690  -0.378
9 O 0.276542 1.939376 -3.249102  -0.511
10 C 0.975548 2.383319 -2.086266  0.804
11 O 2.187433 2.667427 -2.093492  -0.547
12 C -0.117806 2.479178 -0.880345  -0.171
13 N 0.173446 1.482480 0.186565  -0.859
14 C -1.473680 2.379739 -1.722321  -0.058
15 C -1.995995 3.724969 -2.457166  -0.425
16 C -1.473371 5.096222 -1.809528  -0.508
17 C -0.152216 5.704643 -2.466889  0.984
18 F 0.880829 5.808829 -1.483405  -0.341
19 F 0.339937 5.011713 -3.594518  -0.324
20 F -0.467391 7.032628 -2.930934  -0.350
21 C -2.747795 1.923826 -0.858946  -0.540
22 C -3.143143 2.939507 0.323258  0.528
23 O -3.721493 4.045655 0.140074  -0.522
24 Br -2.790570 2.507223 2.258510  -0.030
25 H 4.068006 0.752116 -2.280793  0.261
26 H 4.282472 -0.869550 -1.387548  0.250
27 H 2.858111 0.221605 -1.006102  0.225
28 H 0.269904 -2.039388 -2.059455  0.199
29 H 0.911147 -0.538104 -1.233744  0.221
30 H -1.443827 -0.819647 -3.381230  0.248
31 H -1.642607 -0.524529 -1.590231  0.267
32 H 0.186335 3.467770 -0.392685  0.229
33 H -0.606674 1.352007 0.841755  0.388
34 H 1.056433 1.703286 0.673281  0.388
35 H -3.144378 3.726305 -2.323938  0.238
36 H -1.814960 3.749505 -3.582142  0.267
37 H -1.298830 4.977262 -0.676572  0.244
38 H -2.295354 5.901731 -1.899322  0.266
39 H -2.623030 0.891293 -0.349234  0.261
40 H -3.703255 1.813297 -1.503031  0.269
41 C -1.021196 -4.688270 0.404104  -0.103
42 C -1.827763 -4.217293 1.574926  -0.102
43 O -1.537445 -2.826728 1.625349  -0.475
44 C -1.147131 -2.454375 0.377976  0.986
45 O -0.988795 -1.314657 0.028935  -0.610
46 O -0.959479 -3.535096 -0.425520  -0.486
47 H -1.493403 -5.520055 -0.120619  0.205
48 H -0.004245 -4.976941 0.684478  0.194
49 H -2.902585 -4.348652 1.422953  0.181
50 H -1.539146 -4.708414 2.504811  0.226
51 C -5.137194 -4.735272 4.166196  -0.102
52 C -5.391318 -3.810977 5.318351  -0.103
53 O -4.128456 -3.751425 5.966299  -0.478
54 C -3.185808 -4.067402 5.037428  0.965
55 O -2.006155 -3.950938 5.204068  -0.566
56 O -3.757281 -4.533114 3.891711  -0.501
57 H -5.746418 -4.492356 3.294135  0.204
58 H -5.295204 -5.785409 4.428499  0.187
59 H -5.670155 -2.804131 4.993896  0.188
60 H -6.158109 -4.189970 5.995602  0.207
61 C 6.846837 1.094390 1.593713  -0.102
62 C 7.903345 0.396789 0.793371  -0.102
63 O 7.546903 -0.971565 0.916354  -0.482
64 C 6.215962 -1.017108 1.199241  0.962
65 O 5.559563 -2.018490 1.201736  -0.568
66 O 5.727909 0.225322 1.478022  -0.487
67 H 6.611158 2.084321 1.200020  0.206
68 H 7.114572 1.186588 2.650409  0.184
69 H 7.879602 0.675022 -0.264382  0.187
70 H 8.906784 0.573457 1.183690  0.204

Cartesian forces (eV/Å) of the 3 atoms listed first:
-0.4329 -0.1680 1.1475
2.1923 -2.8371 -2.1374
-2.5781 3.6514 2.2207

Computed properties:
Largest force on an atom (eV/Å): 5.87
Lowest unoccupied orbital energy (eV): -0.22
HOMO level (eV): -9.481
DFT total energy (eV): -134332.5076
SMILES string: CC(=O)OCC[C@]1(F)OC(=O)[C@H](N)[C@]1(CCC(F)(F)F)CC(=O)Br.O=C1OCCO1.O=C1OCCO1.O=C1OCCO1
Charge: 0



C5H8IN | the ωB97M-V functional and the def2-TZVPD basis

Each line ends with the natural charge from an NBO analysis.
Atoms and positions in Å:
1 C -0.573935 -2.572809 0.035891  -0.501
2 C 0.116156 -1.675523 0.689936  -0.196
3 C 0.187240 0.108345 -0.144498  0.417
4 C -1.074817 0.207702 -0.911979  -0.695
5 C 1.174100 2.180392 0.380921  -0.423
6 N 1.059024 0.799420 0.381991  -0.437
7 I 1.245297 -1.703452 2.496313  0.147
8 H -0.819485 -3.597762 0.348593  0.219
9 H -1.036317 -2.204706 -0.851038  0.195
10 H -1.677819 0.889022 -0.551623  0.230
11 H -1.590381 -0.693833 -1.087898  0.228
12 H -0.744793 0.570627 -1.936511  0.229
13 H 0.328700 2.559023 0.813378  0.197
14 H 1.422162 2.646752 -0.665905  0.187
15 H 1.984867 2.486804 1.002430  0.202

Cartesian forces (eV/Å) of the 3 atoms listed first:
-0.2334 -1.1642 0.9820
1.2168 3.5140 -1.0197
-0.5108 -4.1797 3.2287

Computed properties:
Energy above the lowest of the compared OMol25 structures with the same formula, charge and spin (kJ/mol): 263.34
Largest force on an atom (eV/Å): 6.10
Lowest unoccupied orbital energy (eV): 0.71
HOMO level (eV): -8.684
DFT total energy (eV): -14901.5708
Charge: 0



lowest unoccupied orbital energy of number 1 (C3H8NS)? 3.99 eV